Record 1
The following is a DFT calculation (ωB97M-V/def2-TZVPD) of a structure of composition C27H48FN4O22PS.

CARTESIAN COORDINATES (ANGSTROEM)
N 0.22 -2.94 3.98
C -1.11 -2.48 4.22
C -1.66 -1.31 3.59
P -0.56 -0.33 2.45
N -1.40 0.10 1.01
O -0.39 1.12 3.25
C -2.92 -0.89 3.82
C -3.73 -1.62 4.72
N -4.99 -1.36 5.12
S -5.35 -2.53 6.16
N -4.00 -3.42 6.21
C -3.18 -2.79 5.36
C -1.86 -3.20 5.08
F -1.34 -4.27 5.69
H 0.74 -2.82 4.84
H 0.69 -2.33 3.31
H -1.75 -0.71 0.50
H -2.11 0.81 1.14
H -1.09 1.15 3.92
H -3.31 0.01 3.34
C -3.10 -2.55 9.04
O -2.67 -1.26 9.48
C -3.54 -0.63 10.27
O -4.61 -1.05 10.62
O -3.02 0.56 10.60
C -3.85 1.34 11.45
H -2.32 -2.96 8.41
H -3.25 -3.21 9.89
H -4.02 -2.47 8.46
H -4.03 0.83 12.40
H -4.79 1.58 10.96
H -3.33 2.28 11.65
C 0.86 2.01 -0.43
O 1.05 3.38 -0.79
C 0.01 3.93 -1.40
O -1.04 3.38 -1.66
O 0.31 5.20 -1.69
C -0.73 5.92 -2.36
H 1.77 1.67 0.06
H 0.03 1.90 0.27
H 0.69 1.39 -1.31
H -1.62 5.97 -1.73
H -0.96 5.45 -3.31
H -0.36 6.92 -2.53
C -0.75 -1.06 -7.13
O 0.21 -0.20 -6.52
C -0.32 0.83 -5.85
O -1.50 1.06 -5.73
O 0.68 1.55 -5.34
C 0.25 2.68 -4.58
H -0.21 -1.85 -7.65
H -1.39 -1.51 -6.38
H -1.35 -0.51 -7.86
H -0.35 2.38 -3.73
H -0.31 3.38 -5.21
H 1.14 3.19 -4.22
C 0.73 -1.07 -11.23
O 0.60 -2.19 -12.12
C 0.23 -3.32 -11.51
O 0.01 -3.47 -10.34
O 0.14 -4.27 -12.45
C -0.25 -5.55 -11.95
H 1.04 -0.22 -11.83
H -0.21 -0.85 -10.75
H 1.51 -1.27 -10.49
H -1.23 -5.51 -11.49
H 0.49 -5.92 -11.23
H -0.28 -6.23 -12.80
C 6.59 -5.19 -10.57
O 5.24 -4.75 -10.72
C 4.99 -4.11 -11.86
O 5.79 -3.90 -12.74
O 3.71 -3.76 -11.87
C 3.29 -3.06 -13.05
H 6.66 -5.69 -9.60
H 6.85 -5.90 -11.35
H 7.27 -4.34 -10.58
H 3.42 -3.69 -13.94
H 3.84 -2.13 -13.16
H 2.23 -2.84 -12.93
C 5.68 -1.82 3.51
O 5.35 -0.44 3.68
C 4.05 -0.21 3.89
O 3.18 -1.04 3.94
O 3.89 1.10 4.03
C 2.53 1.49 4.26
H 6.75 -1.88 3.35
H 5.42 -2.39 4.41
H 5.17 -2.23 2.64
H 2.15 1.05 5.18
H 1.90 1.21 3.42
H 2.51 2.57 4.37
C -1.70 4.10 8.77
O -1.27 5.39 9.21
C -2.14 6.01 10.00
O -3.21 5.59 10.35
O -1.62 7.20 10.33
C -2.45 7.98 11.18
H -0.91 3.69 8.14
H -1.84 3.43 9.62
H -2.61 4.18 8.18
H -2.63 7.47 12.13
H -3.40 8.21 10.69
H -1.93 8.91 11.38

The value obtained for the total energy is -3771.38890 Eh. The molecular weight is 862.73 u. As for the energy above the lowest of the compared OMol25 structures with the same formula, charge and spin: 0.0 kcal/mol. The value obtained for the strongest force on any atom is 2.182 eV/Å. Its gap between HOMO and LUMO is 7.73 eV. Its HOMO energy is -0.32148 Eh.

Atomic partial charges in e from the Mulliken method, atoms 1 to 6: N -0.561; C -0.606; C 0.334; P 0.010; N -0.509; O -0.494

---

Record 2
The following is a DFT calculation (ωB97M-V/def2-TZVPD) of a structure of composition C5H10N2O2.

CARTESIAN COORDINATES (ANGSTROEM)
C -2.86 -0.11 0.07
C 0.40 -0.64 1.58
C 1.31 -0.09 0.51
C -0.13 -0.38 0.18
C -0.99 1.89 0.27
N -1.07 0.55 -0.24
N -0.39 -1.62 -0.60
O -3.57 0.77 0.36
O -2.82 -1.31 -0.15
H 0.53 -1.66 1.90
H 0.10 0.02 2.37
H 1.62 0.94 0.59
H 2.08 -0.74 0.10
H -0.65 1.94 1.31
H -0.33 2.51 -0.36
H -2.00 2.31 0.23
H -1.52 -1.70 -0.45
H 0.14 -2.43 -0.27
H -0.20 -1.45 -1.59

The value obtained for the total energy is -456.44741 Eh. The molecular weight is 130.15 u. As for the energy above the lowest of the compared OMol25 structures with the same formula, charge and spin: 67.0 kcal/mol. The value obtained for the strongest force on any atom is 2.918 eV/Å. Its gap between HOMO and LUMO is 8.18 eV. Its HOMO energy is -0.28387 Eh.

Atomic partial charges in e from the Mulliken method, atoms 1 to 6: C 0.751; C -0.754; C -0.566; C 0.396; C -0.916; N -0.561

---

Record 3
The following is a DFT calculation (ωB97M-V/def2-TZVPD) of a cluster of 2 separate species, C7H16N4O in total.

CARTESIAN COORDINATES (ANGSTROEM)
H 0.17 -2.57 -1.73
N -0.36 -2.16 -0.97
C 0.42 -1.83 0.00
N 1.80 -1.96 0.05
N 2.47 -1.11 0.88
C 3.40 -1.68 1.77
N 4.35 -1.09 2.39
H 4.43 -0.09 2.15
H 0.00 -1.40 0.90
H 2.25 -2.20 -0.83
H 2.70 -0.19 0.51
H 3.18 -2.72 2.01
C -2.91 0.20 -1.74
C -2.31 0.83 -0.74
C -2.36 0.27 0.66
C -1.60 2.13 -1.05
C -2.32 3.41 -0.56
O -0.28 2.10 -0.50
H -3.47 -0.71 -1.59
H -2.80 0.57 -2.76
H -3.32 0.45 1.16
H -2.18 -0.81 0.64
H -1.62 0.75 1.31
H -1.55 2.21 -2.16
H -2.24 3.45 0.52
H -1.83 4.29 -0.95
H -3.36 3.43 -0.89
H 0.16 2.89 -0.84

The value obtained for the total energy is -570.50181 Eh. As for the SMILES: [H]/N=C\NN/C=N\[H].C=C(C)[C@@H](C)O. The molecular weight is 172.23 u. As for the energy above the lowest of the compared OMol25 structures with the same formula, charge and spin: 33.0 kcal/mol. The value obtained for the strongest force on any atom is 1.392 eV/Å. Its gap between HOMO and LUMO is 9.80 eV. Its HOMO energy is -0.33811 Eh.

Atomic partial charges in e from the Mulliken method, atoms 1 to 6: H 0.171; N -0.565; C 0.108; N -0.252; N -0.241; C 0.068

---

Record 4
The following is a DFT calculation (ωB97M-V/def2-TZVPD) of the molecule CH3FN2O.

CARTESIAN COORDINATES (ANGSTROEM)
N 0.34 -0.32 -0.62
C -0.67 0.57 -0.71
O -1.04 1.06 -1.73
N -1.43 0.75 0.51
F -2.73 1.30 0.27
H 0.49 -0.81 0.26
H 1.11 -0.23 -1.24
H -1.04 1.29 1.42

The value obtained for the total energy is -324.45243 Eh. As for the SMILES: NC(=O)NF. The molecular weight is 78.05 u. As for the energy above the lowest of the compared OMol25 structures with the same formula, charge and spin: 33.9 kcal/mol. The value obtained for the strongest force on any atom is 3.672 eV/Å. Its gap between HOMO and LUMO is 10.80 eV. Its HOMO energy is -0.37453 Eh.

Atomic partial charges in e from the Mulliken method, atoms 1 to 6: N -0.357; C 0.486; O -0.509; N -0.184; F -0.186; H 0.229

---

Question: What is the strongest force on any atom in the third record?
Answer: 1.392 eV/Å

---

Question: Which of these has the lowest strongest force on any atom?
Answer: C7H16N4O

---

Question: The lowest molecular weight belongs to which entry?
Answer: CH3FN2O